<1>
The ion C5H8NO with charge +1, computed with ωB97M-V with the def2-TZVPD basis set.

The value obtained for the frontier orbital gap is 9.02 eV. Its HOMO energy is -13.16 eV. Its total charge is +1. As for the SMILES: [NH3+]/C=C/C=C/C=O.

Atoms and positions in Å:
N: -1.7939 -0.5132 -1.1398
C: -0.6004 -0.5761 -0.2639
C: 0.3080 0.4302 -0.4293
C: 1.4577 0.4261 0.4623
C: 1.2858 0.4278 1.7576
C: 2.4212 0.5936 2.6957
O: 2.2671 0.8272 3.8601
H: -1.8230 0.4605 -1.4647
H: -2.4945 -0.8192 -0.4215
H: -1.8981 -1.3367 -1.7895
H: -0.3958 -1.2881 0.5461
H: 0.2006 1.2371 -1.0407
H: 2.4518 0.5416 -0.0081
H: 0.2195 0.5751 2.1048
H: 3.3388 0.3609 2.2968

---

<2>
The ion C5H8NO with charge +1, computed with ωB97M-V with the def2-TZVPD basis set.

The value obtained for the frontier orbital gap is 8.46 eV. Its HOMO energy is -12.73 eV. Its total charge is +1.

Atoms and positions in Å:
C: 1.0297 0.6987 -0.1925
C: 2.2238 1.1809 -0.0676
C: -1.2130 1.0408 0.4943
C: 0.1633 -0.4307 -0.0661
C: -0.0764 -1.8602 -0.0813
N: -0.3545 0.8917 -0.6503
O: -2.4790 0.6771 0.1670
H: 2.5367 2.0666 -0.5647
H: 2.9234 0.5551 0.2572
H: -0.7933 1.3433 1.4170
H: -1.0558 -2.1934 -0.3537
H: 0.0468 -2.2485 0.9041
H: 0.7474 -2.3695 -0.6610
H: -0.6698 1.2898 -1.5814
H: -3.0730 0.5742 0.9321

---

<3>
A cluster of 2 separate species, C5H8NO in total, computed with ωB97M-V with the def2-TZVPD basis set.

The value obtained for the frontier orbital gap is 8.57 eV. Its HOMO energy is -14.26 eV. Its total charge is +1.

Atoms and positions in Å:
C: 3.6749 -0.6164 -1.3365
C: 0.1042 1.4117 1.4735
C: -0.1607 0.4656 0.6984
C: -1.0056 -0.4334 -1.4489
C: -0.6523 -0.6132 -0.0048
N: 2.9304 -0.4643 -0.4981
O: 2.1069 -0.1054 0.2488
H: 4.3511 -0.9379 -2.0337
H: 1.0290 2.0641 1.5834
H: -0.6626 1.8586 2.0666
H: -1.5061 -1.4983 -1.7312
H: -0.1641 -0.3244 -2.2588
H: -1.7999 0.2775 -1.6293
H: -0.0177 -1.5032 0.1931
H: -1.3878 -0.9969 0.6636

---

<4>
The ion C5H8NO with charge +1, computed with ωB97M-V with the def2-TZVPD basis set.

The value obtained for the frontier orbital gap is 8.49 eV. Its HOMO energy is -15.52 eV. Its total charge is +1.

Atoms and positions in Å:
C: -2.6506 1.0928 -0.0962
C: -1.2278 0.7942 -0.0501
C: 2.4510 -0.2166 -0.3809
C: -0.0750 0.4479 -0.4180
C: 1.1249 -0.2690 0.3605
N: -3.8441 0.5902 -0.0436
O: -3.9906 -0.7150 0.2721
H: -2.8115 2.1903 -0.2279
H: 2.7317 0.6494 -0.9426
H: 2.5688 -0.9432 -1.1138
H: 3.3220 -0.3877 0.3082
H: -4.9114 -0.9663 0.2762
H: -0.1226 0.7614 -1.4197
H: 0.7624 -1.2235 0.6122
H: 1.1057 0.2477 1.2938

---

Most stable one: <1>, least stable one: <3>.

---

<1>
The ion C5H8NO with charge +1, computed with ωB97M-V with the def2-TZVPD basis set.

The value obtained for the frontier orbital gap is 11.54 eV. Its HOMO energy is -14.83 eV. Its total charge is +1. As for the SMILES: C=C1[N@@H+]2[C@@H](O)[C@]12C.

Atoms and positions in Å:
C: 1.5122 -1.2616 -1.5264
C: 0.5822 -0.8421 -0.6942
N: -0.3701 -1.0201 0.4324
C: -1.4983 -0.3016 -0.0336
O: -2.2533 0.1536 0.9955
C: -0.0571 0.2912 -0.0961
C: 0.4359 1.5380 0.6063
H: 1.8099 -2.3155 -1.4285
H: 2.0556 -0.5636 -2.2379
H: -0.1372 -1.0835 1.4300
H: -2.0153 -0.7776 -0.8519
H: -3.0282 0.5010 0.5532
H: 0.4636 1.5456 1.7441
H: -0.0604 2.3894 0.1575
H: 1.5118 1.5297 0.4983

---

<2>
The ion C5H8NO with charge +1, computed with ωB97M-V with the def2-TZVPD basis set.

The value obtained for the frontier orbital gap (spin up / spin down) is 7.68 / 7.68 eV. Its HOMO energy (spin up / spin down) is -14.69 / -14.69 eV. Its total charge is +1. As for the SMILES: C[C@@H]1C=CC[N+]1=O.

Atoms and positions in Å:
C: -0.9847 -0.8515 -1.5189
C: -0.1047 -0.6820 -0.2257
C: -0.7976 -0.1281 0.9908
C: -0.1029 0.9385 1.4587
C: 1.0903 1.1569 0.6844
N: 1.0817 0.1351 -0.3322
O: 1.7765 0.0805 -1.2757
H: -1.7885 -0.0185 -1.6449
H: -1.5742 -1.7530 -1.3838
H: -0.4675 -1.3072 -2.3770
H: 0.3650 -1.6806 0.0888
H: -1.6006 -0.6302 1.3905
H: -0.1050 1.4938 2.3280
H: 1.1900 2.2288 0.3588
H: 2.0223 1.0176 1.4580

---

Most stable one: <1>, least stable one: <2>.

---

<1>
The ion C5H8NO with charge +1, computed with ωB97M-V with the def2-TZVPD basis set.

The value obtained for the frontier orbital gap is 9.27 eV. Its HOMO energy is -15.02 eV. Its total charge is +1. As for the SMILES: C/[NH+]=C/C=C\C=O.

Atoms and positions in Å:
C: 1.8071 0.9668 -0.0739
N: 0.6044 0.1738 -0.3155
C: 0.2186 -0.9241 0.2123
C: -1.0936 -1.4661 0.0914
C: -2.0722 -0.5820 -0.1704
C: -2.1676 0.8412 0.0620
O: -1.3964 1.6964 -0.3069
H: 1.8588 1.8523 -0.7146
H: 1.7268 1.5323 0.8302
H: 2.6034 0.2626 -0.0842
H: -0.0263 0.7941 -0.8885
H: 0.8928 -1.4675 0.9700
H: -1.2057 -2.4763 0.0616
H: -3.0001 -0.9709 -0.4669
H: -3.0552 1.2899 0.4404

---

<2>
The ion C5H8NO with charge +1, computed with ωB97M-V with the def2-TZVPD basis set.

The value obtained for the frontier orbital gap is 9.95 eV. Its HOMO energy is -16.16 eV. Its total charge is +1.

Atoms and positions in Å:
C: 0.2550 -1.0920 -0.0111
C: 1.7667 -1.1636 0.1324
C: -0.4597 0.2863 0.3919
C: -1.8444 0.6163 -0.1622
C: 0.6593 1.1757 -0.0057
N: 2.6036 -0.2601 0.0691
O: 1.9073 0.9796 -0.1055
H: 0.0686 -0.9199 -1.0514
H: -0.1615 -1.9507 0.3326
H: 2.2335 -2.0391 0.2708
H: -1.9480 0.8701 -1.2404
H: -2.3749 1.4644 0.4541
H: -2.4429 -0.2497 -0.0473
H: 0.3379 2.1067 -0.4941
H: -0.6005 0.1762 1.4669

---

<3>
The ion C5H8NO with charge +1, computed with ωB97M-V with the def2-TZVPD basis set.

The value obtained for the frontier orbital gap is 9.48 eV. Its HOMO energy is -14.46 eV. Its total charge is +1. As for the SMILES: C[N+]1=C(O)C=CC1.

Atoms and positions in Å:
C: -0.5355 -1.6685 -0.4332
N: -0.2766 -0.3247 -0.0912
C: -0.4270 0.3833 1.1572
O: -0.8865 -0.2680 2.1322
C: 0.0888 1.6093 1.0381
C: 0.5813 1.7785 -0.2475
C: 0.3992 0.5526 -0.9843
H: -1.0905 -1.7745 -1.3489
H: -1.0603 -1.9918 0.5184
H: 0.4508 -2.1953 -0.4975
H: -1.1603 0.2097 2.9757
H: 0.2671 2.1357 1.8878
H: 0.9866 2.7429 -0.7056
H: -0.2568 0.7926 -1.9183
H: 1.4514 0.1191 -1.2947

---

Most stable one: <3>, least stable one: <2>.

---

<1>
An isolated molecule of C3H4N2S, computed with ωB97M-V with the def2-TZVPD basis set.

The value obtained for the frontier orbital gap is 9.32 eV. Its HOMO energy is -8.53 eV. As for the SMILES: Sc1ncc[nH]1.

Atoms and positions in Å:
S: -1.8335 0.0217 1.0766
C: -0.1101 -0.1328 0.0584
N: 0.8771 0.4055 0.5956
C: 1.9010 0.4206 -0.3000
C: 1.4277 -0.1879 -1.4932
N: 0.0600 -0.4808 -1.2899
H: -1.0178 0.0465 2.2647
H: 2.7558 0.9805 0.1082
H: 2.1182 -0.4057 -2.3066
H: -0.3919 -1.0407 -2.0238

---

<2>
An isolated molecule of C3H4N2S, computed with ωB97M-V with the def2-TZVPD basis set.

The value obtained for the frontier orbital gap is 9.10 eV. Its HOMO energy is -9.32 eV. As for the SMILES: C=C(C#N)SN.

Atoms and positions in Å:
C: -1.7289 0.0862 -0.7288
C: -0.8261 -0.5196 -0.0259
C: -0.8032 -1.6448 0.8024
N: -0.8109 -2.4414 1.6550
S: 1.1665 0.3574 -0.4467
N: 1.7079 0.8909 1.0819
H: -1.6087 0.9155 -1.2935
H: -2.7072 -0.2543 -0.7943
H: 1.6506 1.9792 1.0019
H: 2.6780 0.7430 1.0666

---

Most stable one: <1>, least stable one: <2>.